Record 1
The following is a quantum chemistry calculation of C65H67Br2F2I2NO2S as an isolated structure in a non-equilibrium geometry, from the OMol25 dataset.

The geometry in ORCA input format:
```
! RIJCOSX wB97M-V def2-TZVPD def2/J DEFGRID3
* xyz 0 1
C -2.165 2.536 -1.174
C -2.017 1.571 -0.283
C -1.815 0.299 0.646
C -0.300 0.017 1.099
C 0.851 1.055 0.629
C 1.210 0.653 -0.920
C 2.326 -0.525 -0.864
F 1.677 1.800 -1.697
C 0.040 -1.257 1.984
C 1.528 -1.659 2.459
I 2.534 -3.336 1.433
C 2.128 -0.898 3.522
C 1.355 0.352 4.221
I 4.126 -1.494 4.178
C -1.179 -2.185 2.370
C -2.698 -1.873 1.952
C -3.045 -0.586 1.058
C -4.577 -0.382 0.658
C -5.118 1.136 0.621
C -5.530 1.421 -0.943
F -5.831 2.812 -1.210
N -3.781 -2.788 2.393
C -4.065 -2.529 3.837
C -5.758 -2.842 4.089
C -6.550 -1.643 4.983
O -6.716 -1.871 3.399
C -3.512 -4.212 2.092
C -4.610 -5.036 1.314
C -6.012 -4.324 0.887
C -7.175 -5.086 1.754
O -6.882 -5.863 2.719
C -4.294 -6.540 0.967
C -5.384 -7.402 0.119
Br -5.567 -6.835 -1.807
C -6.145 -8.498 0.662
C -7.219 -9.343 -0.236
Br -5.783 -8.967 2.587
C -2.942 -7.262 1.373
C -2.699 -8.809 0.990
C -1.820 -6.424 2.159
C -0.416 -7.118 2.545
C 0.634 -7.049 1.293
C 0.212 -5.994 0.142
C -2.128 -4.920 2.497
S -0.920 -3.764 3.363
H -2.494 3.209 -2.056
H 1.784 1.011 1.316
H 0.464 2.153 0.715
H 0.197 0.293 -1.370
H 2.805 -0.542 0.196
H 3.093 -0.293 -1.686
H 1.787 -1.508 -1.130
H 1.967 0.791 5.098
H 0.341 0.018 4.674
H 1.133 1.202 3.484
H -5.251 -0.944 1.430
H -4.757 -0.950 -0.347
H -4.381 1.923 1.022
H -6.128 1.179 1.198
H -4.664 1.001 -1.604
H -6.446 0.737 -1.170
H -3.504 -3.212 4.573
H -3.941 -1.405 4.124
H -6.095 -3.995 4.270
H -7.524 -1.977 5.523
H -5.971 -0.687 5.250
H -5.990 -3.178 1.107
H -6.252 -4.562 -0.216
H -8.301 -4.897 1.553
H -7.229 -10.402 0.221
H -8.259 -8.833 -0.231
H -6.815 -9.369 -1.329
H -2.904 -9.463 1.935
H -3.363 -9.203 0.143
H -1.559 -8.926 0.786
H -0.612 -8.248 2.744
H -0.010 -6.647 3.514
H 1.663 -6.736 1.709
H 0.728 -8.132 0.881
H 1.091 -5.895 -0.622
H -0.004 -4.934 0.530
H -0.698 -6.361 -0.491
C 0.747 5.463 -5.331
C 0.944 4.409 -4.444
C 2.234 4.048 -4.065
C 3.328 4.750 -4.566
C 3.130 5.807 -5.451
C 1.841 6.161 -5.837
H -0.259 5.742 -5.629
H 0.091 3.866 -4.047
H 2.387 3.222 -3.378
H 4.334 4.472 -4.267
H 3.983 6.354 -5.840
H 1.688 6.982 -6.530
C 6.371 4.379 -1.509
C 6.821 5.490 -2.218
C 8.182 5.775 -2.275
C 9.095 4.944 -1.631
C 8.646 3.832 -0.925
C 7.284 3.551 -0.860
H 5.309 4.158 -1.462
H 6.110 6.134 -2.726
H 8.533 6.645 -2.822
H 10.157 5.164 -1.679
H 9.358 3.183 -0.423
H 6.933 2.687 -0.305
C 2.500 -10.749 5.202
C 2.750 -9.582 4.485
C 2.295 -8.358 4.967
C 1.600 -8.299 6.172
C 1.354 -9.466 6.891
C 1.800 -10.691 6.404
H 2.852 -11.704 4.824
H 3.298 -9.627 3.549
H 2.484 -7.448 4.405
H 1.250 -7.344 6.551
H 0.813 -9.420 7.831
H 1.604 -11.601 6.962
C -0.233 10.688 -6.791
C 0.218 11.798 -7.499
C 1.579 12.083 -7.556
C 2.492 11.251 -6.912
C 2.042 10.139 -6.207
C 0.680 9.859 -6.143
H -1.294 10.467 -6.744
H -0.493 12.443 -8.007
H 1.930 12.953 -8.103
H 3.554 11.471 -6.960
H 2.754 9.489 -5.706
H 0.329 8.994 -5.588
C 5.868 9.217 -1.853
C 4.635 8.919 -2.427
C 3.494 9.605 -2.022
C 3.587 10.597 -1.049
C 4.820 10.897 -0.478
C 5.960 10.205 -0.876
H 6.757 8.679 -2.166
H 4.563 8.150 -3.191
H 2.532 9.368 -2.465
H 2.698 11.136 -0.737
H 4.893 11.672 0.280
H 6.921 10.435 -0.427
*
```

For the orbital gap, the calculation gives 7.4 eV. The HOMO energy comes out at -0.3018 Eh. Its electronic energy is -9062.7929 Eh. For the maximum force, the calculation gives 0.1296 hartree/bohr.

Results of the Löwdin charge analysis, in e, for atoms 1 through 2: 0.101 -0.096


Record 2
The following is a quantum chemistry calculation of an isolated molecule of C34H50F3NS in a non-equilibrium geometry, from the OMol25 dataset.

The geometry in ORCA input format:
```
! RIJCOSX wB97M-V def2-TZVPD def2/J DEFGRID3
* xyz 0 1
C 3.660 -4.770 3.273
C 3.156 -4.491 1.828
C 4.286 -4.786 0.813
C 3.733 -4.690 -0.630
C 3.513 -3.219 -1.062
C 4.852 -2.485 -1.352
C 5.191 -1.463 -0.223
C 6.361 -0.561 -0.692
C 6.551 0.711 0.183
C 5.893 1.968 -0.423
C 4.356 1.790 -0.504
C 3.580 3.111 -0.601
C 2.056 2.827 -0.815
C 1.202 3.707 0.127
C 0.894 3.018 1.495
C -0.636 3.160 1.782
C -1.000 2.186 2.915
C -2.528 2.039 3.194
C -3.358 2.059 1.918
C -3.903 3.285 1.557
C -4.632 3.410 0.403
C -4.805 2.287 -0.378
C -4.288 1.055 -0.059
C -3.539 0.937 1.131
C -2.953 -0.413 1.500
N -4.451 -0.142 -0.833
C -5.573 -0.969 -0.356
C -6.981 -0.359 -0.588
C -8.020 -1.344 -0.072
F -8.216 -2.329 -0.979
F -9.189 -0.724 0.184
F -7.664 -1.967 1.076
C -4.491 0.079 -2.248
C -3.961 -0.919 -3.041
C -3.963 -0.867 -4.415
C -4.519 0.240 -5.033
C -5.029 1.252 -4.260
C -5.039 1.181 -2.884
S -5.735 2.493 -1.901
H 2.835 -4.936 3.975
H 4.332 -5.635 3.310
H 4.190 -3.868 3.602
H 2.971 -3.409 1.797
H 2.247 -5.053 1.595
H 5.097 -4.069 0.987
H 4.668 -5.795 1.019
H 2.748 -5.176 -0.642
H 4.408 -5.205 -1.325
H 2.970 -2.681 -0.276
H 2.878 -3.229 -1.957
H 4.788 -1.893 -2.273
H 5.661 -3.226 -1.385
H 4.284 -0.872 -0.060
H 5.483 -1.999 0.688
H 6.120 -0.264 -1.722
H 7.279 -1.159 -0.673
H 6.138 0.484 1.177
H 7.629 0.897 0.289
H 6.185 2.862 0.142
H 6.260 2.078 -1.455
H 4.043 1.269 0.413
H 4.144 1.149 -1.370
H 3.733 3.709 0.306
H 3.952 3.698 -1.452
H 1.823 3.002 -1.872
H 1.892 1.763 -0.605
H 1.700 4.665 0.329
H 0.278 3.963 -0.411
H 1.049 1.944 1.331
H 1.494 3.429 2.311
H -1.132 2.940 0.833
H -0.859 4.183 2.116
H -0.530 1.202 2.785
H -0.564 2.593 3.841
H -2.651 1.064 3.684
H -2.878 2.779 3.921
H -3.715 4.143 2.198
H -5.042 4.381 0.140
H -2.292 -0.762 0.699
H -2.391 -0.371 2.435
H -3.729 -1.169 1.665
H -5.453 -1.056 0.727
H -5.552 -1.976 -0.789
H -7.169 -0.189 -1.652
H -7.080 0.566 -0.010
H -3.527 -1.792 -2.554
H -3.534 -1.708 -4.954
H -4.550 0.319 -6.116
H -5.440 2.112 -4.786
*
```

The SMILES is CCCCCCCCCCCCCCCCCCc1ccc2c(c1C)N(CCC(F)(F)F)c1ccccc1S2. For the orbital gap, the calculation gives 8.4 eV. The value obtained for the relative energy (zero: lowest compared OMol25 entry of this formula, charge and spin) is 0.913 eV. The HOMO energy comes out at -0.2926 Eh. Its electronic energy is -2078.1044 Eh. For the maximum force, the calculation gives 0.0389 hartree/bohr.

Results of the Löwdin charge analysis, in e, for atoms 1 through 2: -0.114 -0.259


Record 3
The following is a quantum chemistry calculation of C11H13ClN2O2Pb as an isolated structure in a non-equilibrium geometry, from the OMol25 dataset.

The geometry in ORCA input format:
```
! RIJCOSX wB97M-V def2-TZVPD def2/J DEFGRID3
* xyz 2 1
Cl -2.571 -1.858 -4.385
C -1.934 2.861 -0.908
C -2.026 2.652 0.493
C -2.936 1.576 0.727
H -1.566 3.277 1.263
C -3.417 1.112 -0.554
C -2.781 1.916 -1.553
H -2.980 1.839 -2.630
H -1.377 3.661 -1.398
H -3.302 1.233 1.698
C -4.340 -0.035 -0.810
Pb -0.649 0.149 -0.200
C -1.195 -2.458 -0.460
O -1.224 -3.599 -0.476
C 0.818 -0.184 -2.346
O 1.649 -0.308 -3.120
H -4.256 -0.809 -0.030
H -4.120 -0.504 -1.787
H -5.390 0.304 -0.822
C 4.043 -1.819 2.663
N 3.682 -0.884 1.582
C 4.721 -0.409 0.640
C 2.442 -0.556 1.375
N 1.397 -0.126 1.003
H 5.120 -1.999 2.613
H 3.486 -2.758 2.552
H 3.772 -1.399 3.640
H 4.421 -0.603 -0.402
H 4.873 0.675 0.759
H 5.641 -0.947 0.875
*
```

For the orbital gap (alpha / beta), the calculation gives 6.2 / 6.5 eV. The value obtained for the relative energy (zero: lowest compared OMol25 entry of this formula, charge and spin) is 0.658 eV. The HOMO energy (alpha / beta) comes out at -0.5765 / -0.5814 Eh. Its electronic energy is -1339.2297 Eh. For the maximum force, the calculation gives 0.0865 hartree/bohr.

Results of the Löwdin charge analysis, in e, for atoms 1 through 2: 0.051 -0.087


Record 4
The following is a quantum chemistry calculation of an isolated molecule of C9H11NO in a non-equilibrium geometry, from the OMol25 dataset.

The geometry in ORCA input format:
```
! RIJCOSX wB97M-V def2-TZVPD def2/J DEFGRID3
* xyz 0 1
C -1.357 -0.093 2.380
C -0.159 -1.037 2.188
C -0.215 -1.837 0.953
N 0.948 -0.957 0.529
C 0.696 -0.081 -0.488
C 0.245 -0.560 -1.723
C -0.018 0.307 -2.852
C 0.438 1.586 -2.679
C 0.881 2.115 -1.497
C 1.055 1.283 -0.427
O 0.921 -0.244 1.785
H -1.200 0.839 1.848
H -1.425 0.191 3.516
H -2.328 -0.551 1.967
H 0.074 -1.698 3.145
H -0.084 -2.904 1.070
H -1.149 -1.804 0.328
H -0.062 -1.524 -1.740
H -0.196 -0.108 -3.787
H 0.473 2.344 -3.560
H 1.210 3.158 -1.511
H 1.249 1.574 0.555
*
```

The SMILES is C[C@H]1CN(c2ccccc2)O1. For the orbital gap, the calculation gives 9.1 eV. The value obtained for the relative energy (zero: lowest compared OMol25 entry of this formula, charge and spin) is 3.992 eV. The HOMO energy comes out at -0.2981 Eh. Its electronic energy is -479.3979 Eh. For the maximum force, the calculation gives 0.0890 hartree/bohr.

Results of the Löwdin charge analysis, in e, for atoms 1 through 2: -0.038 -0.411


Record 5
The following is a quantum chemistry calculation of C21H26Br40FNO as an isolated structure in a non-equilibrium geometry, from the OMol25 dataset.

The geometry in ORCA input format:
```
! RIJCOSX wB97M-V def2-TZVPD def2/J DEFGRID3
* xyz 0 1
C 1.979 -2.031 -1.406
C 0.683 -1.631 -0.717
C 0.251 -0.200 -0.951
Br 1.383 0.947 0.174
C -1.170 0.046 -0.479
N -1.555 -0.526 0.817
C -2.381 -1.658 0.594
O -2.725 -2.389 1.501
C -2.742 -1.786 -0.882
C -4.230 -1.982 -1.170
C -2.335 -0.383 -1.352
F -2.204 -0.223 -2.702
H 1.842 -2.737 -2.213
H 2.570 -1.190 -1.749
H 2.583 -2.552 -0.675
H 0.825 -1.767 0.348
H -0.140 -2.273 -1.015
H 0.387 0.099 -1.979
H -1.260 1.125 -0.366
H -0.777 -0.836 1.389
H -2.120 -2.539 -1.355
H -4.406 -3.019 -1.436
H -4.821 -1.788 -0.285
H -4.531 -1.363 -2.003
H -3.151 0.236 -1.002
C 5.067 3.505 0.360
Br 5.488 1.758 -0.335
Br 4.418 4.668 -1.030
Br 3.848 3.376 1.850
H 5.989 3.933 0.728
C -0.870 -4.460 -3.913
Br 0.472 -3.222 -4.512
Br -0.766 -4.627 -2.008
Br -2.633 -3.933 -4.471
H -0.669 -5.423 -4.360
C 5.342 7.248 2.553
Br 5.043 8.875 3.532
Br 5.985 7.584 0.779
Br 6.485 6.034 3.514
H 4.385 6.760 2.450
C 0.835 6.836 2.765
Br 0.439 8.386 3.824
Br 1.483 7.303 1.015
Br 2.056 5.646 3.656
H -0.090 6.297 2.635
C 4.564 -5.563 -1.248
Br 5.132 -3.938 -0.393
Br 3.812 -6.806 0.010
Br 3.357 -5.232 -2.714
H 5.448 -6.022 -1.665
C 4.522 1.504 5.925
Br 6.140 2.146 5.107
Br 3.011 2.604 5.467
Br 4.198 -0.345 5.507
H 4.654 1.574 6.994
C -4.032 7.565 3.886
Br -5.082 8.959 3.083
Br -2.812 6.785 2.613
Br -3.133 8.172 5.472
H -4.713 6.783 4.187
C 2.324 -0.118 -6.220
Br 1.839 1.453 -5.223
Br 3.135 0.326 -7.908
Br 3.441 -1.289 -5.180
H 1.411 -0.653 -6.436
C -1.372 -2.691 2.925
Br -0.151 -1.245 3.281
Br -0.789 -3.727 1.417
Br -1.663 -3.788 4.477
H -2.318 -2.247 2.651
C -5.432 1.928 2.151
Br -3.921 0.967 1.442
Br -5.063 3.814 2.291
Br -7.036 1.587 1.144
H -5.604 1.560 3.152
C -3.727 -8.051 -4.170
Br -3.184 -8.058 -2.326
Br -2.212 -7.885 -5.346
Br -4.796 -9.586 -4.611
H -4.341 -7.176 -4.319
C 7.578 -1.969 -5.550
Br 7.943 -0.315 -4.640
Br 6.700 -3.233 -4.389
Br 6.560 -1.681 -7.154
H 8.526 -2.396 -5.837
C -9.453 -0.009 4.525
Br -7.980 -0.997 3.782
Br -9.063 1.874 4.620
Br -11.086 -0.350 3.570
H -9.594 -0.357 5.537
*
```

For the orbital gap, the calculation gives 8.5 eV. The HOMO energy comes out at -0.3236 Eh. Its electronic energy is -104005.9447 Eh. For the maximum force, the calculation gives 0.2139 hartree/bohr.

Results of the Löwdin charge analysis, in e, for atoms 1 through 2: -0.132 -0.353


Record 6
The following is a quantum chemistry calculation of C23H20F5N5OsS as an isolated structure, from the OMol25 dataset.

The geometry in ORCA input format:
```
! RIJCOSX wB97M-V def2-TZVPD def2/J DEFGRID3
* xyz 0 5
Os -1.702 0.230 -0.362
N -0.883 -3.531 -2.367
C -0.952 -2.254 -1.935
S -2.501 -1.705 -1.334
N 0.133 -1.523 -2.032
N -0.048 -0.274 -1.518
C 0.875 0.626 -1.694
C 2.123 0.379 -2.449
C 3.356 0.421 -1.807
C 4.523 0.199 -2.523
C 4.463 -0.059 -3.884
C 3.234 -0.103 -4.528
C 2.066 0.111 -3.814
C 0.569 1.931 -1.116
C 1.427 3.026 -1.221
C 1.057 4.233 -0.665
C -0.166 4.333 -0.013
C -0.983 3.225 0.047
N -0.635 2.046 -0.494
H -1.723 -4.076 -2.433
H -0.063 -3.824 -2.867
H 3.401 0.614 -0.742
H 5.479 0.226 -2.017
H 5.373 -0.230 -4.444
H 3.183 -0.306 -5.590
H 1.106 0.068 -4.310
H 2.364 2.913 -1.744
H 1.713 5.090 -0.742
H -0.495 5.258 0.437
H -1.949 3.250 0.530
C 1.814 -0.742 1.427
C 0.940 -1.248 2.528
C 1.457 -1.839 3.655
C 0.622 -2.271 4.689
C -0.762 -2.110 4.599
C -1.348 -1.534 3.495
C -2.825 -1.383 3.372
C -0.499 -1.086 2.413
N -0.985 -0.539 1.348
H 2.866 -0.886 1.673
H 1.629 0.324 1.264
H 1.603 -1.245 0.479
H 2.529 -1.965 3.743
H 1.052 -2.732 5.569
H -1.394 -2.450 5.411
H -3.326 -1.753 4.265
H -3.196 -1.930 2.505
H -3.103 -0.340 3.214
F -3.790 2.213 -0.548
C -3.518 1.094 0.248
F -3.473 1.617 1.544
C -4.842 0.317 0.199
F -4.785 -0.796 0.948
F -5.132 -0.054 -1.056
F -5.880 1.042 0.646
*
```

For the orbital gap (alpha / beta), the calculation gives 6.4 / 6.6 eV. The value obtained for the relative energy (zero: lowest compared OMol25 entry of this formula, charge and spin) is 0.543 eV. The HOMO energy (alpha / beta) comes out at -0.2510 / -0.3061 Eh. Its electronic energy is -2150.3795 Eh. For the maximum force, the calculation gives 0.0047 hartree/bohr.

Results of the Löwdin charge analysis, in e, for atoms 1 through 2: 1.215 0.080